Record 1
The following is a DFT calculation (the ωB97M-V functional and the def2-TZVPD basis) of C51H56FN13O4RuSe as an isolated structure at a distorted geometry.

As for the frontier orbital gap (spin up / spin down): 3.616 / 4.087 eV. Its max |F| is 0.08113 hartree/bohr. As for the expectation value of S²: 1.1708. As for the spin multiplicity: 2. Its energy is -5585.153741 a.u. The net charge is +3. The HOMO energy (spin up / spin down) comes out at -12.93 / -12.93 eV. For the energy above the lowest of the compared OMol25 structures with the same formula, charge and spin, the calculation gives 435.55 kJ/mol.

Last column: Mulliken charge in e.
Atoms and positions in Å:
1 Ru 0.279 -0.550 -0.585  2.237
2 C -3.526 -2.872 3.049  -1.396
3 N -2.810 -1.943 2.207  1.055
4 C -2.290 -2.110 0.989  -0.243
5 N -1.793 -0.960 0.553  -0.227
6 C -2.038 -0.101 1.581  -0.638
7 N -2.651 -0.675 2.576  -0.951
8 C -2.652 -3.835 3.823  1.354
9 C -2.745 -3.902 5.212  -0.824
10 C -2.033 -4.856 5.925  -0.714
11 C -1.224 -5.760 5.268  -1.005
12 C -1.107 -5.684 3.877  -0.003
13 C -1.816 -4.717 3.161  -0.073
14 C -0.253 -6.607 3.178  0.634
15 N 0.282 -7.711 3.632  -0.499
16 N 1.017 -8.233 2.682  -0.430
17 C 0.943 -7.452 1.637  0.632
18 O 0.127 -6.403 1.895  -0.243
19 C 1.635 -7.578 0.383  -0.275
20 C 2.548 -8.615 0.189  -0.995
21 C 3.225 -8.697 -1.013  -0.646
22 C 3.017 -7.749 -2.004  -0.958
23 C 2.118 -6.702 -1.809  1.032
24 C 1.916 -5.678 -2.910  -1.260
25 N 1.200 -4.522 -2.443  0.950
26 C 1.633 -3.498 -1.700  -0.777
27 N 0.606 -2.713 -1.403  0.724
28 C -0.454 -3.330 -1.987  -1.163
29 N -0.117 -4.423 -2.614  -0.770
30 C 1.414 -6.631 -0.621  -0.036
31 H -4.210 -3.445 2.414  0.346
32 H -4.109 -2.265 3.743  0.421
33 H -2.319 -3.026 0.436  0.562
34 H -1.782 0.945 1.579  0.590
35 H -3.383 -3.209 5.740  0.411
36 H -2.116 -4.898 6.999  0.432
37 H -0.665 -6.514 5.801  0.547
38 H -1.714 -4.685 2.086  0.425
39 H 2.707 -9.328 0.982  0.555
40 H 3.918 -9.506 -1.182  0.423
41 H 3.548 -7.827 -2.941  0.480
42 H 1.318 -6.117 -3.716  0.313
43 H 2.883 -5.374 -3.323  0.475
44 H 2.654 -3.329 -1.416  0.483
45 H -1.461 -2.960 -1.938  0.627
46 H 0.681 -5.858 -0.445  0.741
47 C 3.625 5.664 2.565  -1.008
48 C 4.103 4.328 3.127  -0.888
49 N 3.815 3.231 2.211  0.077
50 C 2.789 2.415 2.487  0.103
51 C 2.352 1.404 1.676  -0.379
52 C 1.206 0.548 2.210  -0.026
53 O 0.719 0.841 3.287  -0.665
54 O 0.850 -0.441 1.496  -0.709
55 C 2.965 1.175 0.404  1.386
56 O 2.589 0.346 -0.453  -1.028
57 C 4.113 2.045 0.141  0.777
58 C 4.829 1.889 -1.047  -0.777
59 C 5.894 2.694 -1.344  0.242
60 F 6.460 2.524 -2.560  -0.429
61 C 6.386 3.663 -0.442  -1.070
62 C 5.668 3.806 0.743  -0.630
63 C 4.527 3.048 1.044  0.115
64 N 7.553 4.395 -0.659  0.194
65 C 8.437 4.042 -1.763  -0.710
66 C 9.755 4.821 -1.659  -0.835
67 N 10.034 5.112 -0.233  -0.096
68 C 9.046 6.089 0.302  -0.800
69 C 7.659 5.796 -0.308  -0.491
70 H 3.913 6.464 3.239  0.393
71 H 2.542 5.672 2.469  0.347
72 H 4.055 5.859 1.586  0.313
73 H 3.589 4.130 4.068  0.434
74 H 5.174 4.346 3.341  0.388
75 H 2.273 2.558 3.430  0.542
76 H 4.522 1.125 -1.743  0.647
77 H 6.025 4.506 1.479  0.631
78 H 8.002 4.259 -2.746  0.378
79 H 8.627 2.968 -1.703  0.523
80 H 9.707 5.769 -2.197  0.354
81 H 10.564 4.230 -2.090  0.411
82 H 10.986 5.474 -0.107  0.360
83 H 9.961 4.231 0.292  0.390
84 H 9.351 7.100 0.028  0.367
85 H 9.035 6.022 1.390  0.424
86 H 7.523 6.414 -1.206  0.323
87 H 6.882 6.080 0.398  0.342
88 C 3.008 2.523 -4.192  -0.646
89 C 2.103 3.243 -5.182  -0.429
90 C 1.538 4.565 -4.663  -0.708
91 C 0.576 4.421 -3.472  -1.065
92 N -0.499 3.495 -3.737  0.548
93 C -0.674 2.279 -3.179  0.163
94 Se 0.297 1.687 -1.674  -0.487
95 N -1.705 1.651 -3.785  0.432
96 C -2.072 0.264 -3.631  -0.238
97 C -1.617 -0.568 -4.840  -0.809
98 C -0.130 -0.447 -5.176  0.098
99 C 0.779 -1.193 -4.211  -0.438
100 C -2.225 2.495 -4.747  0.818
101 C -3.289 2.363 -5.634  -0.731
102 C -3.542 3.426 -6.479  -0.835
103 C -2.784 4.599 -6.430  -0.764
104 C -1.743 4.751 -5.540  -0.862
105 C -1.458 3.675 -4.708  0.546
106 H 3.451 1.649 -4.664  0.506
107 H 2.466 2.186 -3.305  -0.052
108 H 3.811 3.185 -3.878  0.262
109 H 1.278 2.594 -5.479  -0.006
110 H 2.679 3.458 -6.083  0.468
111 H 1.029 5.068 -5.486  0.391
112 H 2.357 5.214 -4.346  0.508
113 H 0.144 5.399 -3.245  0.422
114 H 1.120 4.057 -2.595  0.401
115 H -3.159 0.191 -3.538  0.413
116 H -1.621 -0.120 -2.697  -0.491
117 H -2.179 -0.253 -5.719  0.421
118 H -1.871 -1.612 -4.647  0.542
119 H 0.157 0.607 -5.220  -0.527
120 H 0.021 -0.866 -6.171  0.564
121 H 0.713 -0.784 -3.189  -0.206
122 H 1.817 -1.115 -4.524  0.502
123 H 0.500 -2.245 -4.185  0.268
124 H -3.905 1.479 -5.657  0.448
125 H -4.349 3.364 -7.191  0.441
126 H -3.018 5.406 -7.104  0.440
127 H -1.187 5.671 -5.489  0.447

Record 2
The following is a DFT calculation (the ωB97M-V functional and the def2-TZVPD basis) of a 9-piece molecular cluster, C51H57FN10O6 overall at a distorted geometry.

As for the frontier orbital gap: 8.430 eV. Its SMILES is NCCCC[C@]1(C(=O)NC(=O)F)OC(=O)O[C@@H]1CCO.c1ccncc1.c1ccncc1.c1ccncc1.c1ccncc1.c1ccncc1.c1ccncc1.c1ccncc1.c1ccncc1. Its max |F| is 0.19243 hartree/bohr. As for the spin multiplicity: 1. Its energy is -3076.117100 a.u. The HOMO energy comes out at -9.00 eV.

Last column: Mulliken charge in e.
Atoms and positions in Å:
1 N 4.616 -1.321 0.608  -0.510
2 C 4.107 -0.589 1.833  -0.644
3 C 3.648 0.984 1.503  -0.131
4 C 2.923 1.159 0.044  -0.682
5 C 1.484 0.320 -0.089  0.360
6 C 0.270 0.978 0.795  0.846
7 C 0.074 2.573 0.338  -0.343
8 O 0.301 2.824 -0.973  -0.624
9 N -0.359 3.684 1.269  0.146
10 C 0.764 4.190 2.148  0.361
11 O 1.833 4.894 1.735  -0.555
12 F 0.682 3.943 3.636  -0.249
13 O 0.381 0.973 2.288  -0.427
14 C -0.961 0.930 2.890  0.540
15 O -1.386 0.845 4.153  -0.615
16 O -2.011 0.925 1.858  -0.403
17 C -1.256 0.393 0.675  0.022
18 C -1.523 -1.219 0.552  -0.245
19 C -0.428 -2.169 1.316  -0.094
20 O 0.015 -3.205 0.348  -0.600
21 H 3.874 -1.459 -0.114  0.200
22 H 5.417 -0.763 0.213  0.255
23 H 4.970 -0.637 2.646  0.351
24 H 3.191 -1.189 2.252  0.194
25 H 4.661 1.615 1.482  0.350
26 H 3.018 1.424 2.405  0.025
27 H 2.798 2.308 -0.218  0.346
28 H 3.695 0.742 -0.764  0.373
29 H 1.742 -0.797 0.222  0.137
30 H 1.241 0.337 -1.257  -0.191
31 H -0.679 4.468 0.630  0.422
32 H -1.634 0.784 -0.381  0.305
33 H -1.699 -1.535 -0.580  0.260
34 H -2.570 -1.423 1.088  -0.167
35 H 0.447 -1.600 1.845  0.030
36 H -0.997 -2.767 2.177  0.372
37 H 0.054 -2.830 -0.590  0.349
38 N -1.967 6.259 1.598  -0.200
39 C -1.637 7.458 1.072  -0.048
40 C -2.548 8.478 0.847  -0.705
41 C -3.880 8.256 1.178  -0.085
42 C -4.251 7.030 1.721  -0.687
43 C -3.268 6.073 1.911  -0.149
44 H -0.586 7.582 0.827  0.390
45 H -2.226 9.423 0.424  0.354
46 H -4.623 9.031 1.016  0.365
47 H -5.282 6.825 1.989  0.357
48 H -3.507 5.101 2.335  0.418
49 N 6.080 -4.884 -0.007  -0.499
50 C 6.417 -3.994 0.952  -0.067
51 C 7.556 -4.099 1.734  -0.466
52 C 8.401 -5.184 1.524  -0.285
53 C 8.079 -6.118 0.545  -0.384
54 C 6.920 -5.925 -0.189  -0.184
55 H 5.724 -3.167 1.080  0.519
56 H 7.779 -3.354 2.489  0.348
57 H 9.302 -5.301 2.119  0.357
58 H 8.717 -6.975 0.357  0.349
59 H 6.628 -6.625 -0.967  0.362
60 N -4.744 -2.925 0.165  -0.167
61 C -4.996 -3.822 -0.813  -0.318
62 C -5.879 -4.881 -0.678  -0.503
63 C -6.543 -5.035 0.534  -0.224
64 C -6.302 -4.128 1.562  -0.579
65 C -5.404 -3.098 1.330  -0.174
66 H -4.452 -3.662 -1.740  0.490
67 H -6.045 -5.570 -1.499  0.378
68 H -7.241 -5.854 0.678  0.369
69 H -6.803 -4.220 2.519  0.370
70 H -5.186 -2.363 2.099  0.367
71 N -1.960 -0.033 -2.715  0.084
72 C -3.292 -0.154 -2.908  -0.093
73 C -3.922 0.098 -4.116  -0.803
74 C -3.141 0.503 -5.194  -0.194
75 C -1.767 0.638 -5.026  -0.810
76 C -1.228 0.360 -3.780  -0.128
77 H -3.859 -0.469 -2.036  0.389
78 H -4.995 -0.018 -4.214  0.429
79 H -3.599 0.711 -6.156  0.379
80 H -1.131 0.952 -5.846  0.418
81 H -0.160 0.447 -3.600  0.343
82 N 3.140 3.415 8.700  -0.580
83 C 1.808 3.294 8.507  -0.225
84 C 1.178 3.546 7.299  -0.485
85 C 1.959 3.951 6.221  -0.082
86 C 3.333 4.086 6.389  -0.421
87 C 3.872 3.808 7.635  -0.286
88 H 1.241 2.979 9.378  0.348
89 H 0.105 3.430 7.200  0.368
90 H 1.501 4.159 5.259  0.632
91 H 3.969 4.400 5.569  0.432
92 H 4.940 3.895 7.815  0.356
93 N -0.539 -3.190 -6.114  -0.507
94 C -1.834 -2.906 -5.855  -0.010
95 C -2.900 -3.518 -6.495  -0.549
96 C -2.624 -4.477 -7.463  -0.318
97 C -1.300 -4.790 -7.753  -0.440
98 C -0.302 -4.127 -7.057  -0.285
99 H -1.998 -2.148 -5.094  0.528
100 H -3.921 -3.252 -6.245  0.377
101 H -3.433 -4.977 -7.987  0.472
102 H -1.051 -5.533 -8.502  0.376
103 H 0.747 -4.339 -7.245  0.373
104 N -5.697 -5.831 -4.642  -0.344
105 C -7.017 -6.068 -4.804  -0.189
106 C -7.532 -6.967 -5.724  -0.487
107 C -6.641 -7.665 -6.533  -0.135
108 C -5.275 -7.441 -6.391  -0.516
109 C -4.856 -6.525 -5.440  -0.305
110 H -7.672 -5.497 -4.152  0.372
111 H -8.602 -7.120 -5.809  0.362
112 H -7.007 -8.377 -7.266  0.362
113 H -4.554 -7.968 -7.006  0.384
114 H -3.800 -6.318 -5.289  0.519
115 N 5.727 5.853 2.306  -0.486
116 C 6.942 6.202 2.784  -0.229
117 C 7.138 7.172 3.754  -0.365
118 C 6.023 7.829 4.264  -0.259
119 C 4.759 7.492 3.791  -0.480
120 C 4.663 6.506 2.822  -0.112
121 H 7.780 5.664 2.353  0.363
122 H 8.137 7.410 4.103  0.359
123 H 6.138 8.596 5.024  0.374
124 H 3.871 7.986 4.167  0.371
125 H 3.698 6.206 2.423  0.524